1.
The following is a quantum chemistry calculation of a structure of composition C35H63AlBBr2ClF2MgN2NaO17PS2, from OMol25.

Computed properties:
- Kohn-Sham gap: 1.30 eV
- Net charge: +2
- Energy relative to the best compared isomer or geometry (same formula, charge and spin): 0.00 kcal/mol
- Calculated total energy: -281213.4510 eV
- HOMO: -10.1 eV

Atoms and positions in Å:
C1 -0.12 -0.40 0.12
C2 1.20 0.40 0.17
C3 1.41 1.26 -1.09
C4 2.45 0.70 -2.08
C5 2.33 -0.78 -2.49
C6 1.75 -0.97 -3.90
C7 0.30 -1.52 -3.96
C8 -0.78 -0.42 -4.01
N1 -1.43 -0.33 -5.35
C9 -0.69 0.62 -6.24
C10 0.56 0.01 -6.86
C11 1.60 1.05 -7.30
C12 1.87 2.19 -6.24
C13 1.39 3.54 -6.83
C14 0.76 4.55 -5.83
C15 1.25 4.43 -4.38
C16 0.13 3.89 -3.48
C17 -2.73 0.19 -5.29
S1 -3.20 1.36 -4.27
S2 -3.95 -0.47 -6.44
C18 -4.79 -1.77 -5.50
C19 -5.83 -1.26 -4.47
C20 -6.55 0.02 -4.85
N2 -7.48 -0.14 -6.00
O1 -8.05 1.10 -6.32
B1 -9.39 1.25 -5.88
O2 -10.38 0.50 -6.43
O3 -9.64 2.16 -4.89
H1 -0.84 0.09 -0.52
H2 0.05 -1.41 -0.27
H3 -0.56 -0.44 1.11
H4 1.28 1.03 1.06
H5 2.02 -0.35 0.16
H6 0.47 1.43 -1.61
H7 1.75 2.24 -0.76
H8 3.43 0.89 -1.64
H9 2.41 1.34 -2.97
H10 3.34 -1.17 -2.52
H11 1.80 -1.42 -1.77
H12 1.73 0.01 -4.39
H13 2.40 -1.64 -4.48
H14 0.16 -2.09 -3.04
H15 0.22 -2.19 -4.81
H16 -0.34 0.54 -3.73
H17 -1.55 -0.68 -3.28
H18 -0.51 1.53 -5.65
H19 -1.36 0.92 -7.05
H20 0.24 -0.55 -7.74
H21 1.05 -0.71 -6.22
H22 2.60 0.54 -7.47
H23 1.28 1.45 -8.30
H24 2.95 2.25 -6.09
H25 1.40 1.92 -5.30
H26 0.60 3.31 -7.56
H27 2.19 4.01 -7.42
H28 -0.33 4.54 -5.88
H29 1.05 5.54 -6.19
H30 1.44 5.44 -4.03
H31 2.20 3.90 -4.25
H32 0.43 3.81 -2.44
H33 -0.67 4.64 -3.50
H34 -0.33 2.98 -3.87
H35 -5.18 -2.50 -6.20
H36 -4.02 -2.29 -4.92
H37 -6.60 -2.05 -4.42
H38 -5.42 -1.18 -3.47
H39 -5.90 0.87 -5.05
H40 -7.17 0.32 -4.00
H41 -6.97 -0.42 -6.84
H42 -8.21 -0.84 -5.83
H43 -11.21 0.70 -5.99
H44 -10.20 2.88 -5.21
C21 -2.19 -1.73 5.92
C22 -2.95 -1.20 4.73
O4 -1.91 -0.78 3.87
C23 -0.84 -1.57 4.13
O5 0.11 -1.67 3.42
O6 -0.99 -2.23 5.31
F1 -3.71 -0.13 5.06
H45 -1.93 -0.94 6.63
H46 -2.72 -2.52 6.44
H47 -3.57 -1.93 4.22
O7 3.97 3.38 -1.86
P1 4.88 4.58 -2.10
O8 5.66 4.42 -3.40
O9 5.88 4.68 -0.96
O10 4.01 5.82 -2.21
Al1 2.91 -1.10 1.53
C24 3.24 -1.34 6.69
C25 2.03 -0.50 6.37
O11 1.19 -0.31 7.53
C26 1.49 0.58 8.44
O12 2.45 1.36 8.45
O13 0.56 0.55 9.37
C27 0.89 1.41 10.51
H48 2.94 -2.27 7.16
H49 3.80 -1.56 5.78
H50 3.90 -0.83 7.39
H51 1.42 -1.02 5.64
H52 2.30 0.46 5.94
H53 1.14 2.41 10.19
H54 1.74 0.96 11.03
H55 0.05 1.43 11.18
Cl1 4.42 0.61 9.12
Na1 2.85 1.91 -8.85
Br1 -1.12 2.38 9.33
C28 -2.47 3.73 9.75
C29 -3.74 3.52 8.98
Br2 -3.56 4.07 7.12
H56 -2.01 4.70 9.55
H57 -2.65 3.63 10.82
H58 -4.54 4.13 9.38
H59 -4.05 2.48 8.97
C30 5.31 -7.27 5.89
C31 4.46 -6.41 6.46
C32 4.06 -5.14 5.75
O14 3.27 -4.40 6.30
C33 4.65 -4.86 4.45
C34 5.50 -5.74 3.89
C35 5.87 -7.02 4.59
O15 6.64 -7.80 4.05
O16 6.06 -5.53 2.71
O17 3.92 -6.60 7.64
H60 5.63 -8.21 6.36
H61 4.37 -3.94 3.96
H62 6.63 -6.30 2.52
H63 3.34 -5.83 7.82
F2 1.54 -3.24 -1.03
Mg1 6.77 -9.66 6.54

Mulliken population analysis, charges in e, atoms 1 to 6: -1.048 -0.587 -0.247 -0.668 -0.282 0.459

2.
The following is a quantum chemistry calculation of a structure of composition C19H22GeHgN2O5S, from OMol25.

Computed properties:
- Kohn-Sham gap: 6.08 eV
- Net charge: -2
- Energy relative to the best compared isomer or geometry (same formula, charge and spin): 33.84 kcal/mol
- Calculated total energy: -104803.2631 eV
- HOMO: -1.2 eV

Atoms and positions in Å:
Hg1 0.01 -0.24 0.11
O1 -3.17 -0.80 -2.08
S1 -1.81 -1.21 -1.79
O2 -1.35 -2.33 -2.63
O3 -0.83 -0.05 -1.96
O4 -1.69 -1.64 -0.33
N1 1.05 -3.49 -0.57
N2 1.35 -2.26 -1.31
H1 0.04 -3.49 -0.50
H2 1.37 -3.30 0.38
H3 0.58 -2.17 -1.98
H4 2.18 -2.45 -1.87
C1 -3.31 0.57 5.05
C2 -3.61 0.12 3.77
C3 -2.90 0.60 2.68
C4 -1.88 1.54 2.83
C5 -1.58 1.97 4.13
C6 -2.28 1.48 5.23
Ge1 -0.84 2.04 1.19
C7 0.49 3.34 1.95
C8 0.52 4.71 1.67
C9 1.56 5.52 2.10
C10 2.60 4.98 2.85
C11 2.59 3.61 3.14
C12 1.56 2.81 2.68
C13 -2.13 3.29 0.29
C14 -1.76 3.80 -0.96
C15 -2.65 4.52 -1.75
C16 -3.95 4.74 -1.31
C17 -4.34 4.25 -0.07
C18 -3.43 3.54 0.72
H5 -3.86 0.19 5.91
H6 -4.40 -0.61 3.62
H7 -3.12 0.22 1.69
H8 -0.77 2.68 4.28
H9 -2.02 1.82 6.23
H10 -0.29 5.14 1.09
H11 1.57 6.57 1.86
H12 3.41 5.60 3.19
H13 3.41 3.18 3.70
H14 1.58 1.73 2.86
H15 -0.76 3.60 -1.33
H16 -2.34 4.88 -2.73
H17 -4.66 5.27 -1.93
H18 -5.35 4.40 0.28
H19 -3.76 3.15 1.68
C19 1.04 -1.55 2.77
O5 1.19 -0.46 1.93
H20 0.08 -2.07 2.66
H21 1.10 -1.25 3.83
H22 1.83 -2.32 2.62

Mulliken population analysis, charges in e, atoms 1 to 6: 1.614 -0.729 1.168 -0.793 -0.693 -0.855

3.
The following is a quantum chemistry calculation of a structure of composition C22H16CuN4PS3Sb, from OMol25.

Computed properties:
- Kohn-Sham gap: 7.31 eV
- Net charge: -1
- Energy relative to the best compared isomer or geometry (same formula, charge and spin): 29.72 kcal/mol
- Calculated total energy: -122009.5463 eV
- HOMO: -5.1 eV

Atoms and positions in Å:
Cu1 -0.35 2.26 0.94
S1 -2.08 5.79 3.11
Sb1 -2.87 5.71 1.00
S2 -0.86 5.37 -0.49
S3 -1.86 3.60 -0.12
N1 -3.30 0.86 0.01
C1 -3.19 -0.48 0.22
C2 -4.34 -1.27 0.34
C3 -4.24 -2.65 0.43
C4 -2.99 -3.25 0.43
C5 -1.85 -2.47 0.41
C6 -1.92 -1.09 0.32
P1 -0.47 0.03 0.34
C7 0.88 -1.04 0.94
C8 0.72 -1.75 2.13
C9 1.74 -2.55 2.61
C10 2.94 -2.63 1.93
C11 3.12 -1.90 0.77
C12 2.10 -1.10 0.28
C13 -0.08 0.09 -1.45
C14 0.01 -1.09 -2.19
C15 0.29 -1.04 -3.54
C16 0.46 0.18 -4.17
C17 0.38 1.35 -3.44
C18 0.13 1.31 -2.08
H1 -2.51 1.37 -0.35
H2 -4.20 1.26 -0.18
H3 -5.30 -0.79 0.33
H4 -5.14 -3.24 0.48
H5 -2.91 -4.33 0.45
H6 -0.88 -2.96 0.46
H7 -0.22 -1.68 2.67
H8 1.60 -3.11 3.52
H9 3.74 -3.25 2.31
H10 4.06 -1.95 0.24
H11 2.26 -0.54 -0.63
H12 -0.13 -2.04 -1.69
H13 0.37 -1.96 -4.10
H14 0.67 0.21 -5.23
H15 0.51 2.31 -3.92
H16 0.08 2.23 -1.51
N2 1.23 2.89 1.67
C19 2.35 2.65 1.43
C20 3.66 2.36 1.21
C21 4.42 3.06 0.27
N3 5.05 3.61 -0.52
C22 4.23 1.28 1.89
N4 4.69 0.38 2.44

Mulliken population analysis, charges in e, atoms 1 to 6: -0.699 -0.621 0.335 -0.383 -0.213 -0.150

4.
The following is a quantum chemistry calculation of a structure of composition C15H15AsO9ReS3, from OMol25.

Computed properties:
- Kohn-Sham gap (spin up / spin down): 7.57 / 8.02 eV
- Energy relative to the best compared isomer or geometry (same formula, charge and spin): 0.00 kcal/mol
- Spin multiplicity: 4
- Calculated total energy: -129701.1181 eV
- HOMO (spin up / spin down): -7.6 / -8.4 eV

Atoms and positions in Å:
Re1 -0.96 -0.62 -0.27
O1 -1.31 -0.59 3.87
C1 -1.55 -1.03 2.78
O2 -1.19 -0.37 1.69
C2 -2.29 -2.33 2.62
C3 -2.70 -2.91 3.83
C4 -3.43 -4.08 3.87
C5 -3.78 -4.70 2.68
C6 -3.37 -4.16 1.48
C7 -2.62 -2.98 1.43
S1 -2.21 -2.55 -0.24
H1 -2.43 -2.39 4.73
H2 -3.74 -4.49 4.82
H3 -4.36 -5.62 2.69
H4 -3.63 -4.65 0.55
O3 1.60 0.11 -3.37
As1 -0.20 0.27 -3.49
O4 -0.40 1.71 -2.44
O5 -0.62 -0.85 -2.25
C8 0.27 2.88 -2.34
C9 1.25 3.31 -3.23
C10 1.88 4.53 -3.05
C11 1.55 5.33 -1.97
C12 0.59 4.90 -1.07
C13 -0.06 3.69 -1.25
S2 -1.08 1.96 0.52
O6 0.27 1.37 0.26
O7 -1.07 3.37 -0.35
O8 -2.05 1.09 -0.32
H5 1.97 0.00 -4.26
H6 1.51 2.67 -4.07
H7 2.64 4.84 -3.75
H8 2.04 6.28 -1.82
H9 0.30 5.51 -0.22
C14 2.88 -0.06 1.23
S3 2.12 -0.54 -0.32
C15 3.37 -1.72 -0.83
O9 0.97 -1.50 0.10
H10 3.03 -0.95 1.85
H11 2.20 0.64 1.72
H12 3.82 0.42 0.99
H13 4.29 -1.18 -1.04
H14 3.00 -2.18 -1.75
H15 3.50 -2.46 -0.05

Mulliken population analysis, charges in e, atoms 1 to 6: 1.871 -0.659 0.628 -0.256 0.433 -0.656